This record from the OMol25 dataset describes 2 unconnected molecules or ions with the total composition C5H10O2 in a non-equilibrium geometry. The level of theory is ωB97M-V/def2-TZVPD.

Values from the calculation:
Energy = -346.7559 hartree
HOMO level = -7.565 eV
Net charge = 0

Positions of all 17 atoms, in Å:
C  -2.486933  0.407891  0.232709
O  -2.829536  1.771587  0.629728
C  -1.208659  -0.065296  0.752594
C  0.094408  0.323083  0.351328
C  0.825675  1.599537  0.437515
C  2.164782  1.628621  -0.020129
O  2.663250  0.769325  -0.739712
H  -2.596714  0.415836  -0.849403
H  -3.329687  -0.115689  0.674922
H  -2.252002  2.008242  1.363456
H  -1.203066  -0.794172  1.540264
H  3.256362  -6.229473  -2.791756
H  0.375046  0.098683  -0.716677
H  0.764353  -0.406311  0.829116
H  0.372959  2.557536  0.664342
H  2.862710  2.362166  0.413347
H  2.527048  -6.331573  -2.771641

Forces on the atoms, in the same order (eV/Å):
C -1.576 1.322 0.838
O 0.666 0.382 -0.110
C 0.274 0.369 -1.060
C 1.378 -1.459 1.760
C -0.479 1.658 -0.359
C 0.427 -0.851 -0.311
O -0.005 -0.333 -0.253
H 0.363 -0.226 -0.165
H 0.185 -0.919 -0.279
H -0.117 0.082 -0.008
H -0.348 -0.572 -0.046
H 0.167 0.025 -0.004
H -0.328 0.171 -0.157
H 0.258 0.054 -0.097
H -0.268 -0.146 0.118
H -0.429 0.467 0.129
H -0.168 -0.025 0.004

natural (NBO) population analysis, charges in e, atoms 1 to 8:
1 C -0.156
2 O -0.713
3 C -0.051
4 C -0.598
5 C -0.241
6 C 0.291
7 O -0.586
8 H 0.202